(1)
The following is a quantum chemistry calculation of an isolated molecule of C3H5BrSi in a non-equilibrium geometry, from the OMol25 dataset.

CARTESIAN COORDINATES (ANGSTROEM)
C  -0.777  0.862  2.282
C  -0.383  -0.002  1.487
Si  -0.152  -0.854  -0.092
C  1.050  0.000  -1.288
Br  -1.955  -0.097  -1.160
H  -1.103  1.497  3.070
H  -0.255  -2.301  -0.025
H  0.819  -0.137  -2.384
H  2.086  0.011  -0.871
H  0.671  1.021  -1.019

Calculated values
Highest occupied orbital energy ... -10.028 eV
Kohn-Sham gap ... 10.588 eV
Charge ... 0

(2)
The following is a quantum chemistry calculation of a structure of composition C3H5CeLiO4 in a non-equilibrium geometry, from the OMol25 dataset.

CARTESIAN COORDINATES (ANGSTROEM)
Ce  0.490  -1.055  1.044
O  0.360  1.468  0.732
C  -0.157  2.206  -0.097
H  -0.347  1.852  -1.128
H  -0.310  3.276  0.123
C  -2.769  -0.977  0.588
O  -2.843  -1.762  -0.660
C  -1.802  -1.871  -1.418
O  -0.644  -1.626  -1.067
O  -2.163  -1.916  -2.683
Li  -4.785  -0.515  0.986
H  -2.301  -1.665  1.318
H  -2.168  -0.071  0.388
H  -1.397  -1.774  -3.255

Calculated values
Spin multiplicity ... 3
Highest occupied orbital energy (alpha / beta) ... -13.969 / -15.939 eV
Kohn-Sham gap (alpha / beta) ... 6.539 / 8.456 eV
Charge ... +2

(3)
The following is a quantum chemistry calculation of a cluster of 2 separate species, C3H5Cl in total in a non-equilibrium geometry, from the OMol25 dataset.

CARTESIAN COORDINATES (ANGSTROEM)
C  0.295  -0.511  -0.329
C  0.070  -1.504  0.442
C  -0.188  1.897  0.095
Cl  0.116  -3.203  -0.300
H  0.278  -0.418  -1.427
H  -0.205  -1.614  1.474
H  -1.120  2.011  -0.318
H  0.095  1.318  0.971
H  0.660  2.024  -0.607

Calculated values
Highest occupied orbital energy (alpha / beta) ... -9.270 / -9.256 eV
Kohn-Sham gap (alpha / beta) ... 8.992 / 8.473 eV
Charge ... 0

(4)
The following is a quantum chemistry calculation of a structure of composition C3H5Cl in a non-equilibrium geometry, from the OMol25 dataset.

CARTESIAN COORDINATES (ANGSTROEM)
C  0.286  0.934  0.128
C  -0.968  1.200  0.243
C  1.416  0.307  -0.075
Cl  -1.621  -0.335  1.005
H  -0.058  -2.028  -0.383
H  -1.887  1.781  -0.172
H  1.374  -0.317  -0.968
H  -0.821  -2.246  -0.122
H  2.279  0.704  0.344

Calculated values
Highest occupied orbital energy ... -9.471 eV
Kohn-Sham gap ... 9.798 eV
Charge ... 0

(5)
The following is a quantum chemistry calculation of a structure of composition C3H5Cl in a non-equilibrium geometry, from the OMol25 dataset.

CARTESIAN COORDINATES (ANGSTROEM)
C  0.964  -1.228  -0.011
C  0.417  -0.086  0.446
C  -1.059  0.911  -0.371
Cl  0.905  0.640  1.902
H  1.680  -1.601  0.727
H  0.785  -1.712  -0.988
H  -1.534  1.692  0.155
H  -0.525  1.323  -1.184
H  -1.632  0.062  -0.676

Calculated values
Highest occupied orbital energy ... -9.464 eV
Kohn-Sham gap ... 10.467 eV
Charge ... 0

(6)
The following is a quantum chemistry calculation of a cluster of 2 separate species, C3H5Cl in total, from the OMol25 dataset.

CARTESIAN COORDINATES (ANGSTROEM)
C  -0.855  -0.760  -0.020
C  -1.876  0.044  -0.082
C  0.582  -0.342  -0.032
Cl  -3.515  -0.015  -0.096
H  -1.038  -1.833  0.041
H  -1.202  2.321  -0.106
H  1.232  -1.210  0.021
H  0.803  0.214  -0.940
H  0.792  0.313  0.811

Calculated values
Spin multiplicity ... 3
Highest occupied orbital energy (alpha / beta) ... -8.103 / -9.309 eV
Kohn-Sham gap (alpha / beta) ... 9.188 / 7.978 eV
Charge ... 0

(7)
The following is a quantum chemistry calculation of a structure of composition C3H5Cl2NS in a non-equilibrium geometry, from the OMol25 dataset.

CARTESIAN COORDINATES (ANGSTROEM)
C  -2.137  1.461  1.045
C  -0.444  -0.181  -0.251
C  0.942  -0.369  -0.545
H  -2.938  0.641  1.092
H  -1.875  1.918  2.077
H  -2.229  1.950  0.129
H  -0.007  0.583  1.489
H  1.215  -1.001  -1.366
N  -0.772  0.644  0.796
S  -1.831  -0.898  -0.923
Cl  1.311  -1.393  0.854
Cl  1.652  1.411  -0.602

Calculated values
Highest occupied orbital energy ... -8.436 eV
Kohn-Sham gap ... 8.210 eV
Charge ... 0

(8)
The following is a quantum chemistry calculation of a cluster of 2 separate species, C3H5Cl3N3O2 in total in a non-equilibrium geometry, from the OMol25 dataset.

CARTESIAN COORDINATES (ANGSTROEM)
C  0.847  0.250  1.282
C  1.124  -0.504  -0.031
C  0.035  -0.042  -1.020
N  -0.368  -0.212  1.819
N  -1.188  -0.449  -0.322
N  -1.353  -0.421  1.076
O  -2.438  -0.723  1.504
O  0.022  -0.477  -2.290
Cl  2.725  -0.168  -0.822
Cl  0.131  3.081  -0.124
Cl  -2.580  -0.084  -1.284
H  1.647  0.218  2.047
H  0.741  1.390  1.195
H  0.954  -1.556  0.024
H  0.074  1.060  -0.964
H  -0.372  -1.363  -2.090

Calculated values
Highest occupied orbital energy ... -4.540 eV
Kohn-Sham gap ... 7.543 eV
Charge ... -1

(9)
The following is a quantum chemistry calculation of an isolated molecule of C3H5ClFNO in a non-equilibrium geometry, from the OMol25 dataset.

CARTESIAN COORDINATES (ANGSTROEM)
C  -0.934  -2.851  -0.271
N  -0.972  -1.637  0.123
O  0.279  -1.261  0.587
C  0.170  0.017  1.189
C  -0.297  1.015  0.101
F  -0.283  2.238  0.727
Cl  0.940  1.050  -1.207
H  -0.057  -3.516  -0.156
H  -1.789  -3.182  -0.852
H  1.153  0.346  1.521
H  -0.497  -0.014  2.052
H  -1.305  0.842  -0.256

Calculated values
Highest occupied orbital energy ... -10.080 eV
Kohn-Sham gap ... 11.057 eV
Charge ... 0

(10)
The following is a quantum chemistry calculation of a structure of composition C3H5ClI2 in a non-equilibrium geometry, from the OMol25 dataset.

CARTESIAN COORDINATES (ANGSTROEM)
C  2.289  -1.004  0.133
C  1.461  -0.066  0.447
C  -2.019  0.664  -0.300
Cl  -2.041  0.647  -2.082
I  -3.660  1.921  0.492
I  -2.246  -1.347  0.499
H  1.891  -1.739  -0.459
H  3.351  -0.949  0.330
H  -1.218  1.224  0.102
H  1.791  0.908  0.717
H  0.401  -0.258  0.121

Calculated values
Highest occupied orbital energy ... -9.538 eV
Kohn-Sham gap ... 8.806 eV
Charge ... 0

(11)
The following is a quantum chemistry calculation of a cluster of 2 separate species, C3H5ClINO in total, from the OMol25 dataset.

CARTESIAN COORDINATES (ANGSTROEM)
N  1.346  -0.462  -0.844
C  0.453  -1.052  -0.053
C  -0.859  -0.680  -0.019
I  -2.167  -1.651  1.328
C  -1.387  0.389  -0.811
O  -0.728  1.032  -1.614
H  2.296  -0.780  -0.899
H  1.001  0.293  -1.433
H  0.806  -1.853  0.586
H  -2.455  0.611  -0.652
Cl  0.786  2.415  1.667
H  0.908  1.736  2.744

Calculated values
Highest occupied orbital energy ... -8.379 eV
Kohn-Sham gap ... 8.798 eV
Charge ... 0

(12)
The following is a quantum chemistry calculation of a structure of composition C3H5ClINO in a non-equilibrium geometry, from the OMol25 dataset.

CARTESIAN COORDINATES (ANGSTROEM)
C  0.818  0.932  0.557
C  -1.519  -0.769  -1.745
C  -0.364  0.326  0.920
N  2.049  0.337  0.848
O  -0.741  0.111  -2.012
Cl  -2.002  0.998  0.826
I  -0.163  -1.412  1.998
H  0.770  1.785  0.024
H  -2.502  -0.749  -2.168
H  -1.249  -1.585  -0.960
H  2.983  0.693  0.563
H  1.919  -0.669  1.149

Calculated values
Spin multiplicity ... 3
Highest occupied orbital energy (alpha / beta) ... -6.333 / -8.197 eV
Kohn-Sham gap (alpha / beta) ... 6.733 / 6.076 eV
Charge ... 0

(13)
The following is a quantum chemistry calculation of a structure of composition C3H5ClN2 in a non-equilibrium geometry, from the OMol25 dataset.

CARTESIAN COORDINATES (ANGSTROEM)
C  0.687  -0.101  -1.489
C  0.406  -0.714  0.652
C  -0.523  1.214  -0.549
N  1.054  -0.896  -0.632
N  -0.708  0.279  0.491
Cl  0.531  2.578  -0.058
H  1.010  0.163  -2.541
H  0.157  -1.771  0.916
H  1.253  -0.296  1.338
H  -1.411  1.347  -1.214
H  -1.201  0.496  1.322

Calculated values
Highest occupied orbital energy ... -9.051 eV
Kohn-Sham gap ... 10.078 eV
Charge ... 0

(14)
The following is a quantum chemistry calculation of an isolated molecule of C3H5ClN2O in a non-equilibrium geometry, from the OMol25 dataset.

CARTESIAN COORDINATES (ANGSTROEM)
N  -2.084  -0.505  -0.297
C  -1.298  0.526  0.018
C  0.036  0.616  0.191
Cl  0.468  2.275  0.076
C  0.870  -0.556  0.453
N  2.107  -0.805  0.172
O  2.715  0.278  -0.384
H  -1.750  -1.436  -0.300
H  -3.052  -0.398  -0.206
H  -1.940  1.425  0.022
H  0.360  -1.449  0.929
H  3.569  0.027  -0.675

Calculated values
Highest occupied orbital energy ... -7.795 eV
Kohn-Sham gap ... 8.530 eV
Charge ... 0

(15)
The following is a quantum chemistry calculation of an isolated molecule of C3H5ClN2S in a non-equilibrium geometry, from the OMol25 dataset.

CARTESIAN COORDINATES (ANGSTROEM)
C  -0.683  0.029  -2.404
C  0.523  -0.634  -0.477
C  0.490  0.166  0.825
N  -0.638  -0.241  -1.159
N  1.740  -0.180  -1.062
S  0.591  -0.177  -3.616
Cl  2.998  -1.175  -0.868
H  -1.552  0.280  -2.962
H  0.565  -1.797  -0.302
H  -0.527  0.097  1.317
H  0.759  1.117  0.659
H  1.169  -0.290  1.429

Calculated values
Highest occupied orbital energy (alpha / beta) ... -9.436 / -9.096 eV
Kohn-Sham gap (alpha / beta) ... 8.312 / 6.925 eV
Charge ... 0

(16)
The following is a quantum chemistry calculation of a cluster of 3 separate species, C3H5ClNO in total in a non-equilibrium geometry, from the OMol25 dataset.

CARTESIAN COORDINATES (ANGSTROEM)
C  0.183  -0.506  1.696
C  0.458  -1.645  1.210
C  0.415  0.025  -1.480
N  1.230  -0.987  -1.069
O  2.398  -1.122  -1.398
Cl  -0.299  2.476  0.586
H  0.135  0.529  1.456
H  0.009  -0.518  2.726
H  -0.525  -0.379  -1.874
H  0.308  0.605  -0.476
H  0.873  0.582  -2.214

Calculated values
Highest occupied orbital energy ... -4.730 eV
Kohn-Sham gap ... 8.199 eV
Charge ... -1

(17)
The following is a quantum chemistry calculation of a cluster of 2 separate species, C3H5ClO2 in total in a non-equilibrium geometry, from the OMol25 dataset.

CARTESIAN COORDINATES (ANGSTROEM)
C  -0.024  0.351  0.421
C  0.122  -0.993  -0.148
C  -0.579  1.552  -0.261
O  -0.930  -0.743  0.665
O  0.356  -1.819  -1.110
Cl  2.132  -1.733  1.324
H  0.632  0.598  1.208
H  -0.656  2.440  0.436
H  -1.383  1.246  -0.748
H  0.171  1.858  -0.936
H  0.159  -2.759  -0.851

Calculated values
Highest occupied orbital energy ... -9.056 eV
Kohn-Sham gap ... 8.755 eV
Charge ... 0

(18)
The following is a quantum chemistry calculation of an isolated molecule of C3H5ClO4, from the OMol25 dataset.

CARTESIAN COORDINATES (ANGSTROEM)
C  2.244  -0.381  -0.110
O  1.331  0.254  0.779
C  0.198  0.738  0.180
O  -0.557  -0.345  -0.436
C  -1.782  -0.535  0.064
O  -2.130  -1.447  0.735
O  -2.565  0.515  -0.319
Cl  -4.212  0.187  -0.251
H  1.744  -0.818  -0.972
H  2.995  0.331  -0.457
H  2.739  -1.184  0.430
H  0.402  1.479  -0.597
H  -0.408  1.207  0.954

Calculated values
Highest occupied orbital energy ... -10.916 eV
Kohn-Sham gap ... 10.677 eV
Charge ... 0

(19)
The following is a quantum chemistry calculation of a cluster of 2 separate species, C3H5ClS in total in a non-equilibrium geometry, from the OMol25 dataset.

CARTESIAN COORDINATES (ANGSTROEM)
C  2.103  1.991  -0.272
C  0.728  0.090  0.158
C  -1.831  -1.128  -0.098
S  -0.893  0.419  0.180
Cl  1.324  -1.439  -0.144
H  3.016  1.617  0.205
H  1.599  2.678  0.413
H  -2.821  -0.964  0.312
H  -1.330  -1.945  0.411
H  -1.894  -1.319  -1.165

Calculated values
Highest occupied orbital energy (alpha / beta) ... -7.778 / -7.778 eV
Kohn-Sham gap (alpha / beta) ... 7.198 / 7.198 eV
Charge ... 0

(20)
The following is a quantum chemistry calculation of an isolated molecule of C3H5ClS in a non-equilibrium geometry, from the OMol25 dataset.

CARTESIAN COORDINATES (ANGSTROEM)
S  -1.859  -0.998  0.147
C  -0.424  -0.239  -0.440
C  0.306  0.966  0.104
C  0.955  -0.361  0.580
Cl  2.471  -0.947  -0.044
H  -2.877  -0.450  -0.662
H  -0.006  -0.485  -1.475
H  0.887  1.581  -0.633
H  -0.210  1.650  0.852
H  0.756  -0.718  1.570

Calculated values
Highest occupied orbital energy ... -9.207 eV
Kohn-Sham gap ... 10.028 eV
Charge ... 0